Record 1
Entry from the OMol25 dataset: a structure of composition C10H17Cl4Mg2O6 (ωB97M-V with the def2-TZVPD basis set).

The charge is +1. The calculation puts the energy above the lowest of the compared OMol25 structures with the same formula, charge and spin at 116.32 kJ/mol.

Atoms and positions in Å:
Mg -0.9614 -18.0726 3.7219
Mg 0.0987 -19.9426 7.2459
C 0.6765 -21.9544 3.5349
C 0.2590 -20.6758 4.1731
O 0.1319 -19.6510 3.4692
O 0.0793 -20.6114 5.4371
H 1.0523 -21.7295 2.5399
H -0.1649 -22.6457 3.4442
H 1.4201 -22.5295 4.0860
C -2.4266 -15.7957 1.0057
C -1.8904 -16.6996 2.0808
O -1.3742 -17.8186 1.7736
O -1.9697 -16.4003 3.3036
H -3.3639 -15.3387 1.3403
H -2.7403 -16.3521 0.1243
H -1.7759 -14.9622 0.7542
C 0.5286 -15.7629 6.9251
C 0.3328 -17.1972 6.4893
O 0.7037 -18.1421 7.2690
O -0.2096 -17.3990 5.3856
H 1.0116 -15.1201 6.2004
H 0.8825 -15.7278 7.9547
H -0.4828 -15.3507 7.0493
Cl 3.7936 -19.7944 4.8502
C 3.5412 -20.4075 3.1963
C 4.5829 -19.7793 2.2704
Cl 4.2961 -20.2897 0.6047
H 2.5688 -20.0291 2.8853
H 3.5141 -21.4933 3.2009
H 5.6162 -19.8632 2.5943
H 4.3632 -18.7105 2.3178
Cl 1.1467 -19.7498 -1.6341
C 1.1132 -19.1953 0.0401
C 1.6150 -17.7716 0.0834
Cl 2.0066 -17.1921 1.7281
H 1.7553 -19.8800 0.5877
H 0.1067 -19.2871 0.4425
H 0.9671 -17.0555 -0.4211
H 2.5319 -17.6632 -0.4992

***

Record 2
Entry from the OMol25 dataset: a structure of composition C10H17ClINOPRu (ωB97M-V with the def2-TZVPD basis set).

The charge is +3. The calculation puts the energy above the lowest of the compared OMol25 structures with the same formula, charge and spin at 50.93 kJ/mol. The spin multiplicity is 5.

Atoms and positions in Å:
C 0.6285 -1.4941 -0.7024
I 1.2949 3.1320 -0.3415
H -0.1947 -2.2219 -0.6606
H 1.1868 -1.7669 0.1878
H 1.2441 -1.6552 -1.6093
Ru -0.5361 0.2536 0.2214
P -0.3855 0.5364 -2.0892
C 1.2348 0.8993 -2.8816
C -0.8445 -0.9933 -3.0213
H -2.5473 1.6122 -2.3136
H -1.5675 1.5897 -3.8170
H -1.1606 2.7854 -2.5114
C -1.5352 1.7736 -2.7417
H -1.7980 -1.3681 -2.6261
H -0.9532 -0.6611 -4.0587
H 0.9973 0.9893 -3.9460
H 1.9393 0.0702 -2.7029
H -0.0456 -1.7468 -2.9533
H 1.6169 1.8693 -2.5032
C 1.3673 0.4148 0.0429
O 2.5431 0.2323 -0.1664
Cl -2.7072 -0.0918 -0.5168
C 0.0367 -0.5679 5.0438
C 0.8348 0.4330 4.4208
C 0.8403 0.5519 3.0117
N -0.0724 -0.0905 2.2599
C -0.8256 -1.0487 2.8087
C -0.7594 -1.3688 4.1774
H 0.0492 -0.6972 6.1439
H 1.4113 1.2092 4.9373
H 1.5225 1.1418 2.3729
H -1.4494 -1.5000 2.0241
H -1.3656 -2.2222 4.5106

***

Record 3
Entry from the OMol25 dataset: a structure of composition C10H17CrIO5S (ωB97M-V with the def2-TZVPD basis set).

The charge is +3. The spin multiplicity is 4.

Atoms and positions in Å:
C -1.5322 -2.0789 -2.0206
C -0.2539 -1.2389 -1.9717
C 0.6531 -1.6812 -0.8133
I 1.9977 -3.0970 -1.8015
C 1.4727 -0.6148 -0.0273
C 1.6838 0.6554 -0.8225
O 2.5800 1.5561 -0.1018
S 2.2158 2.0724 1.2721
O 0.8677 2.6377 1.4681
O 3.3082 2.7576 1.8308
C 1.9217 0.5857 2.1851
C 0.9253 -0.3629 1.3976
C -0.5836 0.0167 1.4292
O -0.9846 0.8517 0.4236
C -2.4215 0.8937 0.2965
C -2.9196 1.2985 -1.0196
O -3.0231 0.6314 1.2671
H -1.3490 -3.0944 -2.3493
H -2.2686 -1.5994 -2.6530
H -1.9694 -2.1286 -1.0240
H -0.5277 -0.1996 -1.8475
H 0.2548 -1.3709 -2.9277
H 0.1048 -2.3005 -0.1113
H 2.4550 -1.0471 0.1531
H 2.2037 0.4389 -1.7489
H 0.7774 1.1886 -1.0674
H 1.5882 0.8574 3.2423
H 2.8370 0.0241 2.3424
H 1.0077 -1.3106 1.9246
H -0.8341 0.5857 2.4178
H -1.1860 -0.8796 1.5453
H -3.3460 2.2940 -0.9049
H -3.7226 0.6283 -1.3034
H -2.1482 1.3665 -1.7748
Cr 0.2149 1.6639 3.0948

***

Record 4
Entry from the OMol25 dataset: a structure of composition C10H17F3O3Si2 (ωB97M-V with the def2-TZVPD basis set).

The charge is 0.

Atoms and positions in Å:
C 0.5470 -0.6593 2.8829
C 1.7142 -1.1426 2.0842
Si 1.8207 -0.9949 0.1289
C 3.7059 -0.7376 -0.2590
C 4.0171 0.4611 -1.3316
C 4.0276 1.9759 -0.7118
F 4.7108 3.0373 -1.5386
C 3.3997 2.4326 0.5562
F 4.0871 2.6648 1.8497
F 1.9218 2.7376 0.4892
O 1.1125 -2.4163 -0.6220
Si -0.5769 -2.0894 -1.0814
C -1.5880 -1.1748 0.2887
C -3.1809 -0.9841 -0.1848
O -3.2107 0.2754 -0.9517
C -4.5802 0.7745 -1.1490
C -5.2251 2.0907 -0.3443
O -5.3636 0.1668 -2.0704
H -0.0873 -1.4820 3.4463
H 0.2219 0.4822 2.9035
H 2.6752 -1.6249 2.5905
H 1.0480 0.1668 -0.3111
H 4.0579 -1.7500 -0.7831
H 4.3555 -0.6746 0.7369
H 3.2980 0.3445 -2.2745
H 5.1138 0.2688 -1.7595
H -0.5666 -1.2865 -2.3220
H -1.2351 -3.3676 -1.4175
H -1.2070 -0.0636 0.5016
H -1.4989 -1.8028 1.2856
H -3.4010 -1.9416 -0.8605
H -3.9222 -0.9750 0.7366
H -5.9277 1.7445 0.5498
H -4.3583 2.8193 0.0311
H -5.9050 2.7251 -1.0889

***

Record 5
Entry from the OMol25 dataset: a cluster of 2 separate species, C10H17N in total (ωB97M-V with the def2-TZVPD basis set).

The charge is 0. The calculation puts the energy above the lowest of the compared OMol25 structures with the same formula, charge and spin at 556.36 kJ/mol.

Atoms and positions in Å:
C 2.2722 1.3600 0.4088
C -0.2168 0.0219 -1.9785
C 2.7725 -0.0074 0.0672
C -0.9659 -0.0532 -1.0426
C 1.9583 -1.0162 -0.0575
C 4.2216 -0.0681 -0.4176
C -1.2636 0.2733 1.2935
C -2.3778 -1.7410 0.1084
C -3.2024 0.5778 -0.4672
C -1.9399 -0.2533 0.0189
N 1.2833 -1.9840 0.0415
H 2.3316 1.8441 -0.5330
H 2.8490 2.1076 1.0005
H 0.7598 0.0582 -2.4279
H 1.2476 1.2885 0.7749
H 4.9073 0.2269 0.4592
H 4.4624 0.8170 -1.1317
H 4.4233 -1.0631 -0.8383
H -1.8153 0.3081 2.2200
H -0.3831 -0.2113 1.6493
H -0.9541 1.3854 1.0888
H -1.5753 -2.3829 0.3898
H -3.2745 -1.8352 0.6463
H -2.6500 -1.9352 -0.9925
H -4.0946 0.3935 0.2006
H -3.5538 0.4440 -1.4153
H -3.0455 1.6227 -0.4062
H 0.9480 -2.3980 -0.8615

***

Record 6
Entry from the OMol25 dataset: the ion C10H17N2 with charge +1 (ωB97M-V with the def2-TZVPD basis set).

The charge is +1. The calculation puts the energy above the lowest of the compared OMol25 structures with the same formula, charge and spin at 224.73 kJ/mol.

Atoms and positions in Å:
C -1.7859 1.4178 -0.3716
C -1.3496 0.5434 0.5014
C 0.1164 -1.1841 -0.2384
C -2.3924 2.1668 -1.2202
C 2.0389 0.4128 -0.0350
C -1.1961 0.8489 2.0186
C 0.3827 -2.6819 -0.6775
C 2.1935 1.1611 -1.2885
C 2.9873 0.6458 1.0395
C -2.3065 -1.7210 -0.1072
N 1.1536 -0.4687 0.1753
N -1.1298 -0.8095 0.0009
H -3.4871 2.2503 -1.4794
H -1.8021 2.8150 -1.8348
H -1.7676 0.0640 2.4118
H -0.1185 0.7050 2.3081
H -1.3424 1.9765 2.3820
H 0.5651 -3.4134 0.1201
H -0.4704 -3.1629 -1.0701
H 1.1854 -2.5614 -1.4269
H 1.6683 2.1572 -1.2590
H 1.5773 0.6996 -2.1127
H 3.2889 1.4820 -1.5606
H 4.1048 0.3812 0.9483
H 2.5570 0.0660 1.8677
H 3.2267 1.7402 1.2831
H -2.7694 -1.3715 -1.0811
H -2.1505 -2.8288 0.0229
H -2.9773 -1.3303 0.6832

***

Number 1: DFT total energy -3083.681872 Eh. Number 2: DFT total energy -1714.035786 Eh. Number 3: DFT total energy -2506.317494 Eh. Number 4: DFT total energy -1495.122226 Eh. Number 5: DFT total energy -445.815333 Eh. Number 6: DFT total energy -500.382917 Eh.